38
Properties=species:S:1:pos:R:3 method="wB97M-V/def2-TZVPD" e_lumo_ev="2.096 / 2.084" relative_energy_kj_mol=131.3 e_homo_ev="-4.392 / -4.373" orbital_gap_ha="0.23843 / 0.23727" total_charge=-1 s_squared=0.757 multiplicity=2
Cu -0.56 0.04 0.87
N 0.32 -1.02 4.08
O 1.03 -2.01 4.32
O -0.03 -0.74 2.89
O 0.06 -0.21 4.99
N -1.17 -3.31 0.53
O -0.97 -2.09 0.23
O -2.10 -3.60 1.28
O -0.37 -4.13 0.02
C -3.75 1.21 0.51
O -2.65 0.53 0.98
H -4.22 0.69 -0.34
H -4.47 1.14 1.34
H -3.69 2.29 0.36
C 2.24 -1.46 0.02
O 1.49 -0.50 0.22
N 3.36 -1.29 -0.75
N 2.00 -2.74 0.30
H 3.41 -0.37 -1.15
H 3.85 -2.13 -0.99
H 1.02 -3.04 0.29
H 2.63 -3.51 0.19
C 0.67 2.90 0.89
O 0.48 1.91 1.60
N 0.02 3.14 -0.27
N 1.60 3.84 1.19
H -0.61 2.40 -0.54
H 0.41 3.77 -0.94
H 2.12 3.76 2.05
H 1.73 4.70 0.70
C -0.48 0.18 -2.63
O -0.57 0.52 -1.45
N 0.67 -0.10 -3.28
N -1.60 -0.11 -3.34
H 0.57 -0.74 -4.04
H 1.52 0.18 -2.83
H -2.51 0.08 -2.96
H -1.46 -0.20 -4.33